{"formula": "C24H43AlBrClF6MgN2O10P", "method": "ωB97M-V/def2-TZVPD", "symbols": ["C", "C", "C", "C", "O", "C", "O", "O", "H", "H", "H", "H", "Mg", "C", "C", "O", "C", "O", "O", "H", "H", "H", "H", "Cl", "C", "C", "C", "C", "C", "C", "N", "O", "C", "C", "C", "H", "H", "H", "H", "H", "H", "H", "H", "H", "H", "H", "H", "H", "H", "H", "H", "H", "H", "Al", "O", "H", "H", "F", "P", "F", "F", "F", "F", "F", "C", "O", "N", "C", "C", "H", "H", "H", "H", "H", "H", "H", "Br", "C", "C", "C", "O", "C", "H", "H", "H", "H", "H", "H", "H", "H"], "positions_angstrom": [[-6.936, -0.886, 1.594], [-6.396, -0.699, 2.673], [-5.474, -0.686, 3.905], [-4.116, -0.218, 3.326], [-3.658, -1.371, 2.629], [-4.389, -2.467, 3.078], [-4.381, -3.529, 2.640], [-5.157, -2.061, 4.145], [-7.020, -1.020, 0.483], [-5.872, -0.179, 4.785], [-3.415, 0.349, 3.949], [-4.427, 0.462, 2.499], [-7.687, -2.904, 1.129], [-2.484, -1.846, -0.702], [-3.899, -1.749, -0.203], [-4.594, -1.109, -1.320], [-3.823, -1.390, -2.481], [-4.192, -1.157, -3.570], [-2.651, -1.935, -2.139], [-1.970, -2.723, -0.315], [-1.892, -0.955, -0.473], [-4.346, -2.731, -0.023], [-3.985, -1.149, 0.707], [-7.591, 1.212, 3.220], [2.836, -1.087, -2.237], [2.797, -0.309, -0.899], [3.947, 0.718, -0.869], [3.786, 1.918, -1.810], [2.323, 2.279, -2.095], [1.324, 1.805, -1.028], [1.475, 0.343, -0.863], [0.708, -0.131, -0.081], [-0.079, 2.100, -1.586], [1.513, 2.609, 0.262], [3.067, -1.311, 0.223], [2.049, -1.843, -2.272], [3.790, -1.598, -2.359], [2.700, -0.431, -3.099], [4.062, 1.092, 0.151], [4.888, 0.215, -1.095], [4.302, 2.776, -1.375], [4.291, 1.718, -2.756], [2.236, 3.356, -2.236], [2.047, 1.841, -3.059], [-0.278, 1.503, -2.480], [-0.172, 3.148, -1.865], [-0.860, 1.886, -0.853], [1.380, 3.670, 0.060], [2.501, 2.486, 0.699], [0.779, 2.331, 1.022], [4.044, -1.772, 0.079], [2.336, -2.119, 0.243], [3.070, -0.825, 1.201], [-4.618, 0.730, -0.922], [3.700, 4.691, 1.210], [4.499, 4.263, 1.538], [3.167, 4.826, 2.002], [-2.576, -6.030, -0.052], [-4.100, -6.330, 0.440], [-5.639, -5.955, -0.005], [-4.697, -6.376, 1.959], [-4.287, -7.108, -0.988], [-3.910, -4.696, 0.697], [-3.519, -7.736, 1.017], [-0.503, -6.830, -4.541], [0.478, -7.041, -5.225], [-0.714, -5.705, -3.820], [-1.909, -5.508, -3.020], [0.291, -4.664, -3.852], [-1.323, -7.561, -4.452], [-2.435, -4.617, -3.379], [-1.619, -5.367, -1.979], [-2.575, -6.365, -3.088], [0.431, -4.321, -4.880], [1.241, -5.062, -3.488], [-0.018, -3.826, -3.226], [-3.021, -4.272, 4.658], [6.594, 8.531, 1.959], [6.341, 7.127, 2.483], [5.604, 7.405, 3.783], [4.879, 8.623, 3.591], [5.327, 9.254, 2.385], [6.769, 8.576, 0.885], [7.461, 8.965, 2.464], [5.689, 6.586, 1.791], [7.249, 6.541, 2.626], [6.303, 7.555, 4.612], [4.910, 6.606, 4.054], [4.537, 9.145, 1.634], [5.488, 10.317, 2.567]], "atomic_forces_ev_per_a": [[0.2, -2.4, -4.1], [-0.4, 2.1, 2.5], [0.5, -1.3, -1.1], [-1.5, 1.8, -1.8], [0.1, -0.5, 1.0], [-0.2, 3.1, 2.4], [-0.4, -2.2, -1.7], [-0.4, 0.2, -0.4], [-0.1, 1.3, 1.6], [0.0, -0.2, -0.4], [0.0, -1.0, 0.2], [0.5, 0.2, 0.6], [0.6, -1.0, 0.9], [0.3, -0.2, 0.1], [0.1, -0.9, 1.0], [0.2, -0.6, -0.3], [1.2, -1.2, -1.2], [-0.5, 0.4, 0.1], [-0.8, 0.5, 0.5], [-0.1, -0.1, -0.2], [0.0, 0.0, -0.1], [0.0, 0.0, 0.0], [-0.1, 0.0, -0.2], [0.3, 0.6, 0.5], [-0.3, 0.1, -0.5], [2.3, -1.5, -1.7], [-0.3, 1.1, 0.0], [0.2, 0.1, 0.0], [0.4, -0.4, -0.4], [-0.5, 2.4, -2.8], [1.2, 0.8, 4.8], [-1.1, -0.8, -0.9], [-0.4, -0.6, 0.1], [0.1, -0.9, 1.0], [-1.0, 0.0, 0.4], [0.0, 0.0, 0.1], [0.0, 0.1, 0.2], [0.0, 0.0, 0.0], [-0.1, -0.2, 0.0], [-0.3, -0.3, 0.0], [0.0, -0.1, 0.0], [-0.1, 0.0, 0.0], [-0.2, 0.0, 0.2], [-0.2, 0.0, 0.1], [0.1, 0.0, 0.0], [0.2, 0.0, 0.1], [0.1, 0.0, 0.1], [0.1, -0.1, -0.4], [0.0, 0.1, -0.1], [0.0, -0.1, -0.1], [0.0, 0.2, -0.2], [0.0, 0.0, 0.0], [-0.1, 0.0, 0.0], [-0.4, 1.5, 0.3], [0.0, -0.3, 0.1], [0.1, 0.2, 0.0], [0.1, 0.2, 0.0], [1.1, -0.6, -0.2], [0.2, -1.5, 0.7], [-1.3, 1.1, 0.7], [-0.5, 1.4, 0.3], [1.0, -0.2, -0.7], [-1.1, 0.9, -0.8], [0.4, -0.7, -1.0], [-0.1, -0.2, 0.0], [0.1, 0.2, 0.0], [-0.2, 0.0, 0.0], [0.4, 0.3, -0.1], [0.1, -0.3, -0.2], [0.0, 0.1, 0.1], [-0.1, -0.1, 0.1], [-0.2, -0.1, 0.1], [0.1, 0.0, 0.1], [0.1, 0.1, 0.1], [0.1, 0.1, 0.0], [-0.1, -0.1, 0.0], [0.7, -0.4, 0.8], [0.2, 0.1, 0.1], [-0.1, -0.2, -0.1], [0.1, 0.2, 0.2], [0.1, -0.1, -0.2], [-0.2, 0.0, -0.1], [0.0, 0.0, 0.0], [0.0, 0.0, 0.0], [0.0, 0.0, 0.0], [0.0, 0.0, 0.0], [0.0, -0.1, 0.0], [-0.1, 0.1, 0.0], [0.0, 0.1, -0.1], [-0.1, 0.0, 0.1]], "gap_ha": 0.0628, "spin_multiplicity": 1, "homo_energy_ev": -8.84, "charge": 1, "e_tot_ha": -6218.86653, "max_force_ev_per_a": 5.04}



{"formula": "C24H43AsMnN8Se", "method": "ωB97M-V/def2-TZVPD", "symbols": ["Mn", "C", "N", "C", "C", "N", "C", "C", "N", "C", "C", "N", "C", "N", "C", "C", "C", "N", "C", "H", "H", "H", "H", "H", "H", "H", "H", "H", "H", "H", "H", "H", "H", "H", "H", "H", "H", "H", "H", "H", "H", "H", "H", "Se", "N", "C", "C", "C", "C", "C", "C", "N", "H", "H", "H", "H", "C", "C", "As", "C", "C", "C", "C", "H", "H", "H", "H", "H", "H", "H", "H", "H", "H", "H", "H", "H", "H", "H"], "positions_angstrom": [[0.330, 0.093, 0.003], [1.265, 2.365, 2.761], [2.522, 1.668, 2.647], [3.640, 2.029, 3.517], [4.702, 1.002, 3.132], [4.080, 0.244, 2.035], [4.880, -0.821, 1.435], [2.821, 0.640, 1.843], [1.905, 0.135, 0.982], [2.231, -0.973, 0.064], [1.044, -1.962, -0.361], [-0.150, -1.371, -0.992], [-0.949, -2.091, -1.828], [-1.896, -1.526, -2.592], [-2.093, -0.120, -2.876], [-2.589, -2.525, -3.413], [-1.936, -3.837, -2.978], [-0.938, -3.413, -1.985], [-0.146, -4.450, -1.327], [1.454, 3.433, 2.874], [0.724, 2.028, 3.650], [0.660, 2.202, 1.870], [3.347, 1.971, 4.567], [3.952, 3.057, 3.328], [4.959, 0.328, 3.951], [5.627, 1.463, 2.788], [5.925, -0.613, 1.651], [4.787, -0.860, 0.352], [4.653, -1.796, 1.876], [2.909, -1.674, 0.544], [2.724, -0.589, -0.837], [0.775, -2.530, 0.534], [1.543, -2.635, -1.059], [-1.891, 0.476, -1.992], [-3.126, 0.032, -3.186], [-1.447, 0.214, -3.690], [-2.449, -2.310, -4.473], [-3.661, -2.501, -3.215], [-1.451, -4.369, -3.797], [-2.646, -4.521, -2.513], [-0.671, -5.396, -1.435], [-0.027, -4.269, -0.262], [0.831, -4.574, -1.798], [-0.384, 3.441, -0.740], [0.272, 1.728, -1.121], [0.876, 1.803, -2.334], [1.502, 0.778, -3.070], [2.045, 1.063, -4.300], [1.998, 2.362, -4.871], [1.408, 3.389, -4.203], [0.828, 3.129, -2.933], [0.190, 4.037, -2.220], [1.545, -0.235, -2.696], [2.527, 0.269, -4.857], [2.432, 2.528, -5.848], [1.366, 4.391, -4.612], [-2.295, 3.092, 2.289], [-2.141, 1.644, 2.735], [-1.744, 0.358, 1.293], [-3.418, 0.368, 0.227], [-4.713, 0.465, 1.030], [-1.593, -1.394, 2.206], [-2.610, -1.592, 3.332], [-2.678, 3.684, 3.120], [-3.011, 3.186, 1.470], [-1.346, 3.535, 1.986], [-3.094, 1.252, 3.100], [-1.404, 1.527, 3.527], [-3.389, -0.547, -0.367], [-3.336, 1.223, -0.446], [-4.894, -0.409, 1.650], [-5.534, 0.523, 0.313], [-4.769, 1.365, 1.641], [-0.577, -1.461, 2.605], [-1.714, -2.155, 1.432], [-2.501, -0.851, 4.122], [-2.438, -2.572, 3.778], [-3.633, -1.575, 2.965]], "atomic_forces_ev_per_a": [[0.0, 2.3, -1.0], [0.0, -0.1, 0.2], [-0.3, -0.2, -0.4], [0.2, 0.2, 0.2], [0.3, 0.1, 0.3], [-0.2, -0.1, -0.3], [0.1, -0.2, -0.1], [0.6, 0.8, 0.7], [-0.7, -0.7, -0.3], [1.0, -0.1, -0.3], [0.0, -1.0, 0.3], [0.2, 0.2, 0.3], [-0.8, -0.3, -0.7], [0.3, 0.1, 0.4], [0.2, 0.1, -0.1], [-0.2, -0.1, -0.2], [-0.2, -0.2, -0.2], [0.3, 0.2, 0.2], [0.2, -0.2, 0.1], [0.0, 0.0, -0.1], [0.0, 0.0, 0.0], [0.0, 0.1, 0.0], [0.0, -0.1, 0.0], [0.0, 0.0, -0.1], [-0.1, 0.0, 0.0], [-0.1, 0.0, -0.1], [0.0, 0.1, 0.0], [0.1, 0.1, 0.1], [0.0, 0.0, 0.0], [-0.2, -0.1, 0.0], [0.0, -0.1, 0.1], [0.1, 0.0, -0.1], [0.1, 0.2, 0.0], [0.0, 0.1, 0.0], [0.0, 0.0, 0.1], [0.0, 0.0, 0.0], [0.1, 0.0, 0.0], [0.0, 0.0, 0.1], [0.0, 0.1, 0.0], [0.0, 0.0, 0.1], [-0.1, 0.0, 0.0], [-0.1, -0.1, -0.1], [-0.1, 0.0, 0.0], [-0.2, -0.9, 0.7], [0.0, 0.0, 0.2], [0.0, 0.0, -0.1], [0.1, -0.3, -0.1], [-0.2, -0.1, 0.3], [-0.1, 0.4, 0.0], [0.2, -0.1, -0.4], [-0.3, -0.1, 0.5], [0.4, 0.5, -0.9], [0.0, 0.0, 0.0], [0.0, 0.0, 0.0], [0.0, 0.0, 0.0], [-0.1, 0.0, 0.0], [-0.1, -0.1, -0.1], [0.5, 0.4, -0.2], [-2.1, -0.5, 1.4], [0.4, 0.1, -0.4], [0.0, 0.0, 0.3], [0.3, -0.1, -0.2], [-0.1, 0.2, 0.0], [0.0, 0.0, 0.0], [0.0, 0.1, 0.0], [0.0, 0.0, 0.1], [0.0, -0.2, -0.1], [0.0, -0.1, 0.0], [0.1, 0.0, 0.0], [0.0, 0.0, 0.0], [0.0, 0.0, 0.0], [0.0, 0.0, -0.1], [0.0, 0.0, 0.0], [0.0, 0.0, -0.1], [0.0, 0.1, -0.1], [0.0, 0.0, 0.0], [0.1, 0.0, 0.0], [0.0, 0.0, 0.0]], "gap_ha": [0.1667, 0.2479], "s_squared": 4.20, "spin_multiplicity": 4, "homo_energy_ev": [-19.84, -19.81], "charge": 4, "e_tot_ha": -7164.98886, "max_force_ev_per_a": 2.55}



{"formula": "C24H43BiClP2", "method": "ωB97M-V/def2-TZVPD", "symbols": ["Bi", "C", "C", "C", "C", "C", "C", "H", "H", "H", "C", "H", "H", "H", "C", "H", "H", "H", "C", "H", "H", "H", "C", "H", "H", "H", "C", "C", "C", "C", "C", "C", "C", "C", "H", "H", "H", "H", "H", "H", "H", "H", "H", "H", "H", "H", "P", "C", "C", "P", "C", "C", "C", "H", "H", "H", "H", "H", "H", "H", "H", "H", "H", "H", "H", "H", "H", "Cl", "C", "H", "H"], "positions_angstrom": [[-0.031, -0.038, -0.091], [1.312, 0.772, 4.316], [0.387, 1.787, 3.975], [-0.753, 0.083, 4.993], [0.606, -0.291, 4.939], [-0.898, 1.362, 4.389], [2.775, 0.815, 4.106], [3.022, 1.410, 3.221], [3.188, -0.197, 3.984], [3.285, 1.281, 4.966], [1.160, -1.545, 5.487], [2.239, -1.592, 5.306], [0.694, -2.426, 5.031], [0.996, -1.610, 6.570], [-1.864, -0.735, 5.583], [-1.863, -0.671, 6.687], [-1.733, -1.796, 5.313], [-2.842, -0.379, 5.227], [-2.162, 2.114, 4.215], [-2.388, 2.763, 5.084], [-3.008, 1.409, 4.099], [-2.103, 2.756, 3.324], [0.701, 3.080, 3.324], [0.821, 3.883, 4.056], [-0.103, 3.366, 2.651], [1.633, 3.005, 2.762], [0.989, -1.300, -4.063], [1.976, -0.400, -3.553], [2.109, 1.053, -4.027], [0.837, 1.888, -4.314], [-0.343, 1.578, -3.407], [-1.386, 0.856, -3.902], [-1.356, -0.339, -4.815], [0.099, -0.879, -5.174], [2.566, 0.990, -5.006], [0.465, 1.726, -5.350], [2.774, 1.630, -3.397], [0.594, -0.130, -5.782], [1.031, -2.393, -3.871], [3.034, -0.761, -3.485], [-0.099, -1.799, -5.770], [-1.950, -1.146, -4.315], [-2.420, 1.036, -3.622], [-1.845, -0.136, -5.770], [1.074, 2.972, -4.245], [-0.388, 2.188, -2.523], [1.711, -1.130, -1.849], [2.412, -2.713, -1.527], [2.477, 0.376, -1.100], [-2.449, -0.815, -1.151], [-0.993, -1.300, -1.851], [-2.454, 1.097, -1.113], [-3.735, -1.449, -2.235], [1.953, -3.305, -0.729], [3.466, -2.566, -1.208], [2.399, -3.350, -2.407], [2.003, 1.230, -1.634], [3.537, 0.218, -1.343], [2.442, 0.568, -0.024], [-3.591, -1.392, -3.325], [-4.662, -0.938, -1.955], [-3.852, -2.499, -1.941], [-0.895, -2.372, -2.114], [-0.789, -0.681, -2.677], [-3.092, 1.381, -0.272], [-2.827, 1.591, -2.013], [-1.481, 1.584, -0.896], [0.624, -2.537, 2.300], [-0.618, -1.894, 1.322], [-1.457, -1.599, 1.913], [-0.963, -2.747, 0.704]], "atomic_forces_ev_per_a": [[-0.4, -3.6, 0.7], [-0.4, 1.6, -0.7], [0.3, -0.6, 0.0], [1.5, -1.9, 0.5], [-3.2, -0.2, 0.8], [1.0, 0.7, -0.4], [0.4, -0.1, -0.1], [0.1, -0.1, 0.1], [0.0, 0.3, 0.0], [-0.1, -0.1, -0.2], [0.4, -0.3, 0.2], [-0.2, -0.2, 0.1], [0.1, 0.1, 0.1], [0.1, 0.0, -0.1], [0.1, 0.0, 0.1], [-0.1, -0.1, -0.4], [-0.2, 0.3, 0.1], [0.3, -0.3, 0.2], [-0.5, 0.0, -0.1], [0.1, -0.3, -0.3], [0.3, 0.5, 0.0], [-0.1, -0.1, 0.3], [0.1, 0.1, 0.1], [0.0, 0.1, -0.1], [0.0, 0.2, -0.2], [0.0, 0.2, -0.1], [-0.9, -1.1, -2.8], [1.8, -1.3, 1.4], [-0.8, 0.4, -0.4], [-0.2, -0.7, 0.2], [-0.8, 0.0, -1.9], [0.2, 0.5, 0.3], [1.3, -0.1, -0.6], [-1.7, -1.0, -0.2], [0.7, -0.3, -0.1], [0.6, 0.2, 0.7], [0.3, -0.2, 0.1], [0.0, -0.2, -0.3], [0.2, 0.9, 0.0], [-0.2, -0.1, -1.1], [0.2, 0.7, 0.0], [0.6, 0.7, -0.5], [0.3, -0.1, 0.7], [-0.2, 0.0, 0.0], [-0.1, -0.7, 0.1], [-0.6, 0.5, 0.1], [-1.2, 3.8, 2.8], [2.3, -0.8, 0.2], [2.6, -0.3, 0.2], [-3.4, 0.3, 1.8], [0.5, 0.3, 0.2], [-0.6, 0.1, -0.3], [-1.3, 0.4, -0.3], [-0.4, 0.6, 0.0], [-0.3, -0.3, -0.3], [0.1, 0.1, -0.2], [0.6, -0.6, 0.5], [0.3, 1.1, -0.1], [0.1, -0.3, -0.1], [0.0, 0.1, 0.4], [-0.2, -0.2, -0.3], [0.0, 0.2, -0.1], [0.4, 0.6, 1.0], [0.6, 0.1, -0.8], [0.0, -0.1, -0.1], [-0.1, -0.1, 0.3], [-0.8, -0.1, -0.3], [1.4, -0.3, 0.9], [-0.3, -0.1, -2.0], [-0.4, 0.5, 0.4], [0.1, 0.8, -0.2]], "gap_ha": [0.2062, 0.2021], "de_lowest_kj_mol": 614.1, "spin_multiplicity": 1, "homo_energy_ev": [-9.15, -9.06], "charge": 1, "e_tot_ha": -2297.14918, "max_force_ev_per_a": 4.92}